The following is a quantum chemistry calculation of C5H8N4 as an isolated structure at a distorted geometry, from OMol25.

As for the total energy: -11268.4505 eV. The calculation puts the highest occupied orbital energy at -8.0 eV. The molar mass comes out at 124.147 g/mol. The net charge is 0. Its energy relative to the best compared isomer or geometry (same formula, charge and spin) is 140.7 kcal/mol.

```
17
Properties=species:S:1:pos:R:3:nbo_charge:R:1
C -1.41030 0.54649 -0.03608 0.500
C 0.52492 -0.95303 -0.02148 0.067
C 1.38603 0.13195 -0.00241 -0.170
C 0.76525 1.39917 -0.00927 0.111
C 2.93977 -0.16926 0.07395 -0.529
H -3.69103 -0.38414 -0.73434 0.337
H -3.77239 -0.09201 0.89447 0.398
H -1.52423 -1.35902 -0.24465 0.420
H 1.19668 -1.89067 0.11141 0.221
H 1.40178 2.06800 0.12359 0.159
H 2.85683 -1.04649 -0.44809 0.203
H 3.23679 -0.36303 0.93887 0.182
H 3.47402 0.87100 -0.65674 0.196
N -3.31982 -0.47271 0.02729 -0.714
N -2.66258 0.72669 0.03400 -0.400
N -0.86531 -0.74272 -0.03250 -0.583
N -0.53639 1.72978 -0.01802 -0.396
```